<A>
A cluster of 2 separate species, C2H7N2O in total. Source: the OMol25 dataset; level of theory: wB97M-V/def2-TZVPD.

Geometry as ORCA input:
```
! RIJCOSX wB97M-V def2-TZVPD def2/J DEFGRID3
* xyz -1 1
C 1.05 0.64 -1.07
C 0.51 -0.67 -0.59
N -0.31 -0.45 1.43
N -1.39 0.28 1.48
O -2.62 -0.12 1.21
H 1.62 0.55 -2.02
H 0.24 1.35 -1.26
H 1.72 1.07 -0.33
H -0.31 -1.06 -1.18
H 1.28 -1.42 -0.41
H -0.58 -1.43 1.46
H -1.21 1.27 1.27
*
```

## Properties
- E_HOMO (spin up / spin down): -0.9 / -0.9 eV
- HOMO-LUMO gap (spin up / spin down): 5.51 / 5.49 eV
- LUMO energy (spin up / spin down): 4.57 / 4.56 eV

=====

<B>
A cluster of 2 separate species, C2H7N2O in total. Source: the OMol25 dataset; level of theory: wB97M-V/def2-TZVPD.

Geometry as ORCA input:
```
! RIJCOSX wB97M-V def2-TZVPD def2/J DEFGRID3
* xyz -1 1
C 1.40 0.08 1.96
O 0.04 0.34 1.73
H 1.58 -0.88 2.46
H 1.84 0.84 2.61
H 2.01 0.03 1.05
N -1.98 -0.35 -2.10
C -1.13 0.09 -1.12
N 0.15 0.14 -1.44
H -2.81 -0.86 -1.86
H -1.55 -0.72 -2.97
H -0.07 0.25 0.76
H 0.50 1.03 -1.08
*
```

## Properties
- E_HOMO: -1.5 eV
- HOMO-LUMO gap: 5.64 eV
- LUMO energy: 4.18 eV

=====

Stability summary: most stable <B>, least stable <A>.

=====

<A>
A cluster of 7 separate species, H14O6S in total. Source: the OMol25 dataset; level of theory: wB97M-V/def2-TZVPD.

Geometry as ORCA input:
```
! RIJCOSX wB97M-V def2-TZVPD def2/J DEFGRID3
* xyz 0 1
S -4.53 3.74 -0.81
H -4.06 4.97 -0.90
H -4.15 3.50 0.47
H 2.46 -2.48 3.26
H 2.61 -1.53 1.97
O 2.00 -2.08 2.52
H 0.60 -3.23 -1.67
H 0.98 -3.55 -0.22
O 1.30 -3.61 -1.12
H -0.96 -2.04 1.51
H 0.34 -1.49 1.99
O -0.15 -1.65 1.15
H -1.47 1.06 0.05
H -0.40 0.10 0.24
O -0.67 0.78 -0.43
H 3.07 -0.65 -0.22
H 3.81 -2.04 -0.45
O 3.55 -1.40 0.18
H 2.38 1.84 -1.61
H 1.29 1.12 -0.95
O 2.23 1.03 -1.10
*
```

## Properties
- SMILES string: O.O.O.O.O.O.S
- E_HOMO: -10.0 eV
- HOMO-LUMO gap: 10.30 eV
- LUMO energy: 0.34 eV

=====

<B>
A cluster of 7 separate species, H14O6S in total. Source: the OMol25 dataset; level of theory: wB97M-V/def2-TZVPD.

Geometry as ORCA input:
```
! RIJCOSX wB97M-V def2-TZVPD def2/J DEFGRID3
* xyz 0 1
S 5.76 -0.81 2.96
H 5.03 -0.59 1.82
H 6.98 -1.06 2.42
H -0.75 -3.12 -1.63
H -0.30 -2.12 -0.26
O -0.19 -2.64 -1.07
H -0.22 1.17 -1.31
H -0.73 1.81 -2.57
O -0.76 1.95 -1.60
H 0.51 -1.20 -1.72
H 1.75 -0.60 -2.34
O 0.83 -0.39 -2.15
H -4.53 1.14 -0.91
H -5.09 1.50 0.50
O -4.89 0.76 -0.10
H -0.09 0.23 1.27
H -0.01 -1.29 1.71
O 0.32 -0.64 1.10
H -1.30 2.08 0.51
H -1.05 2.25 2.01
O -1.26 1.57 1.34
*
```

## Properties
- SMILES string: O.O.O.O.O.O.S
- E_HOMO: -9.7 eV
- HOMO-LUMO gap: 10.19 eV
- LUMO energy: 0.49 eV

=====

Stability summary: most stable <A>, least stable <B>.

=====

<A>
An isolated molecule of C2H4N4OS. Source: the OMol25 dataset; level of theory: wB97M-V/def2-TZVPD.

Geometry as ORCA input:
```
! RIJCOSX wB97M-V def2-TZVPD def2/J DEFGRID3
* xyz 0 1
C 0.21 -0.44 -1.42
C -0.42 0.49 1.35
H 0.52 -0.23 -3.38
H 1.15 1.27 -1.27
H -1.38 0.38 2.96
H 0.99 -0.95 1.57
N 0.15 -0.90 -2.62
N 0.76 0.56 -0.72
N -1.04 1.20 2.40
N -0.12 -0.91 1.36
O -0.17 1.09 0.04
S -0.64 -1.55 -0.26
*
```

## Properties
- SMILES string: [H]/N=C1\NS/C(=N/[H])NO1
- E_HOMO: -9.6 eV
- HOMO-LUMO gap: 9.95 eV
- LUMO energy: 0.38 eV

=====

<B>
A cluster of 2 separate species, C2H4N4OS in total. Source: the OMol25 dataset; level of theory: wB97M-V/def2-TZVPD.

Geometry as ORCA input:
```
! RIJCOSX wB97M-V def2-TZVPD def2/J DEFGRID3
* xyz 0 1
C -0.18 -0.38 -0.01
C 1.10 -1.31 -0.10
H -3.63 -1.16 -0.05
H 0.91 -2.54 -0.55
H 2.45 1.37 -0.37
H -0.89 1.98 1.09
N -1.35 -0.75 0.28
N 2.29 -0.66 0.01
N 1.95 0.71 0.21
N 0.58 0.84 -0.31
O -0.38 1.89 -0.11
S -2.84 0.02 -0.08
*
```

## Properties
- E_HOMO: -8.5 eV
- HOMO-LUMO gap: 8.18 eV
- LUMO energy: -0.31 eV

=====

Stability summary: most stable <A>, least stable <B>.

=====

<A>
An isolated molecule of C6H8S. Source: the OMol25 dataset; level of theory: wB97M-V/def2-TZVPD.

Geometry as ORCA input:
```
! RIJCOSX wB97M-V def2-TZVPD def2/J DEFGRID3
* xyz 0 1
C 1.96 1.49 -0.14
C 1.11 0.49 0.14
C -0.26 -1.86 -0.02
C -0.88 -0.53 -0.45
C -1.72 0.64 0.01
C -0.31 0.45 0.53
H 3.01 1.35 -0.43
H 1.61 2.48 -0.06
H -0.30 -2.68 -0.77
H -0.63 -2.19 0.94
H -0.44 -0.28 -1.41
H -2.47 0.56 0.82
H -1.86 1.31 -0.76
H -0.36 0.06 1.51
S 1.54 -1.28 0.09
*
```

## Properties
- SMILES string: C=C1SC[C@H]2C[C@H]12
- E_HOMO: -8.3 eV
- HOMO-LUMO gap: 9.32 eV
- LUMO energy: 0.98 eV

=====

<B>
An isolated molecule of C6H8S. Source: the OMol25 dataset; level of theory: wB97M-V/def2-TZVPD.

Geometry as ORCA input:
```
! RIJCOSX wB97M-V def2-TZVPD def2/J DEFGRID3
* xyz 0 1
C 1.10 1.19 -0.80
C 0.60 0.02 -1.20
C 0.49 1.68 0.45
C -0.68 0.79 0.72
C -0.55 -0.30 -0.30
C -0.88 -1.78 0.03
S -2.10 0.87 -0.39
H 1.68 1.87 -1.41
H 1.08 -0.72 -1.85
H 1.22 1.55 1.19
H 0.35 2.77 0.37
H -0.83 0.43 1.82
H -1.73 -2.03 0.67
H -0.14 -2.03 0.74
H -0.98 -2.45 -0.93
*
```

## Properties
- SMILES string: C[C@]12C=CC[C@H]1S2
- E_HOMO: -8.6 eV
- HOMO-LUMO gap: 9.48 eV
- LUMO energy: 0.90 eV

=====

Stability summary: most stable <B>, least stable <A>.

=====

<A>
A cluster of 2 separate species, CH6NOPS in total. Source: the OMol25 dataset; level of theory: wB97M-V/def2-TZVPD.

Geometry as ORCA input:
```
! RIJCOSX wB97M-V def2-TZVPD def2/J DEFGRID3
* xyz 0 1
C 0.08 -1.06 0.71
N -0.52 -0.01 -1.71
O 0.31 2.31 0.59
P -1.01 0.18 -0.10
S -2.96 0.12 0.21
H -0.05 -1.82 0.06
H 0.94 -0.50 0.87
H -0.23 -1.27 1.64
H 0.09 0.77 -1.96
H -1.21 -0.10 -2.43
H -0.31 2.97 0.27
*
```

## Properties
- E_HOMO (spin up / spin down): -9.3 / -9.3 eV
- HOMO-LUMO gap (spin up / spin down): 7.79 / 7.81 eV
- LUMO energy (spin up / spin down): -1.51 / -1.52 eV

=====

<B>
An isolated molecule of CH6NOPS. Source: the OMol25 dataset; level of theory: wB97M-V/def2-TZVPD.

Geometry as ORCA input:
```
! RIJCOSX wB97M-V def2-TZVPD def2/J DEFGRID3
* xyz 0 1
C 0.73 0.12 -1.05
N -1.66 0.48 0.61
O 0.63 -1.22 1.26
P -0.57 -0.69 -0.10
S -1.47 -2.21 -0.91
H 0.60 1.17 -1.06
H 1.64 -0.04 -0.56
H 0.79 -0.29 -2.04
H -2.35 0.20 1.36
H -1.13 1.11 1.14
H 1.04 -2.01 1.05
*
```

## Properties
- SMILES string: C[P@](N)(O)=S
- E_HOMO: -9.1 eV
- HOMO-LUMO gap: 9.79 eV
- LUMO energy: 0.67 eV

=====

Stability summary: most stable <B>, least stable <A>.

=====

<A>
A cluster of 4 separate species, C2H10O4 in total. Source: the OMol25 dataset; level of theory: wB97M-V/def2-TZVPD.

Geometry as ORCA input:
```
! RIJCOSX wB97M-V def2-TZVPD def2/J DEFGRID3
* xyz -1 2
C 2.39 0.46 1.11
C 1.06 0.21 1.29
O 0.20 -0.46 0.53
H 2.87 1.19 1.75
H 2.83 -0.06 0.30
H 0.63 0.54 2.26
H 0.61 -0.32 -0.38
H -0.06 2.02 -2.24
H 1.25 1.46 -1.58
O 0.37 1.26 -1.81
H -1.25 -1.61 0.84
H -2.57 -2.12 1.60
O -2.19 -1.92 0.76
H -2.40 -0.90 -1.20
H -1.41 0.24 -1.74
O -2.35 0.03 -1.49
*
```

## Properties
- E_HOMO (spin up / spin down): 0.7 / -5.7 eV
- ⟨S²⟩: 0.751
- HOMO-LUMO gap (spin up / spin down): 2.76 / 8.93 eV
- LUMO energy (spin up / spin down): 3.42 / 3.28 eV

=====

<B>
A cluster of 4 separate species, C2H10O4 in total. Source: the OMol25 dataset; level of theory: wB97M-V/def2-TZVPD.

Geometry as ORCA input:
```
! RIJCOSX wB97M-V def2-TZVPD def2/J DEFGRID3
* xyz -1 2
O 1.30 -0.98 1.75
C 0.74 0.17 1.90
C -0.02 0.85 0.80
H 0.57 0.63 2.90
H 0.06 1.94 0.97
H -1.09 0.61 0.67
H 0.31 0.75 -0.25
H -0.87 -2.47 1.01
H 0.53 -2.29 0.59
O -0.19 -2.95 0.50
H -1.18 -2.04 -0.94
H -1.93 -1.12 -1.98
O -1.39 -1.11 -1.18
H 1.56 2.11 -2.46
H 0.31 2.91 -2.12
O 1.27 2.98 -2.18
*
```

## Properties
- E_HOMO (spin up / spin down): 0.2 / -3.3 eV
- ⟨S²⟩: 0.754
- HOMO-LUMO gap (spin up / spin down): 3.15 / 6.65 eV
- LUMO energy (spin up / spin down): 3.39 / 3.34 eV

=====

Stability summary: most stable <B>, least stable <A>.